(1)
The following is a DFT calculation (ωB97M-V/def2-TZVPD) of C10H23BaF6NO19S4 as an isolated structure at a distorted geometry.

Output
**Energy relative to the best compared isomer or geometry (same formula, charge and spin)**: 138.81 kcal per mole
**LUMO**: 6.5476 eV
**Charge**: -4
**HOMO-LUMO gap**: 1.45 eV
**Highest occupied orbital energy**: 0.1872 Eh

Last column: Löwdin charge in e.
CARTESIAN COORDINATES (ANGSTROEM)
1 Ba -0.61 0.13 0.21  2.0587
2 S -2.63 -0.54 3.33  0.1249
3 O -2.40 -0.87 4.76  -0.4831
4 O -3.74 -1.32 2.82  -0.4491
5 O -2.77 0.90 3.18  -0.3650
6 O -1.42 -0.81 2.51  -0.6298
7 S -2.48 3.53 -0.01  0.0628
8 O -3.29 3.53 -1.22  -0.4726
9 O -3.22 4.18 1.07  -0.4228
10 O -2.18 2.17 0.42  -0.5819
11 O -1.30 4.29 -0.23  -0.3803
12 C 3.77 2.44 0.22  -0.6288
13 F 4.21 1.20 0.13  0.1033
14 F 3.33 2.72 1.45  0.1348
15 F 4.77 3.29 -0.12  0.0793
16 S 2.25 2.62 -1.02  0.4780
17 O 2.85 2.79 -2.32  -0.3782
18 O 1.45 1.39 -0.90  -0.5040
19 O 1.45 3.76 -0.65  -0.2854
20 C 1.19 2.87 4.13  -0.7150
21 F 0.45 2.21 5.04  0.1148
22 F 1.64 4.05 4.61  0.0826
23 F 2.15 2.10 3.83  0.1398
24 S 0.19 3.22 2.54  0.5455
25 O -1.20 3.58 3.01  -0.3189
26 O 0.82 4.34 1.83  -0.3441
27 O 0.23 1.98 1.75  -0.5367
28 C 3.38 -2.64 2.21  -0.2161
29 C 2.75 -1.32 1.62  -0.2349
30 O 1.39 -1.00 1.81  -0.1637
31 O 2.53 -3.73 1.82  -0.0960
32 H 3.59 -2.63 3.28  0.1012
33 H 4.32 -2.73 1.68  0.1011
34 H 3.05 -1.24 0.58  0.1056
35 H 3.27 -0.47 2.06  0.1111
36 H 1.18 -0.94 2.74  0.0960
37 H 1.64 -3.61 2.17  0.0816
38 C -3.01 -2.63 -1.24  -0.2214
39 C -2.68 -4.14 -1.04  -0.2518
40 O -3.52 -4.85 -0.18  -0.0763
41 O -2.48 -1.86 -0.19  -0.1882
42 H -4.07 -2.42 -1.39  0.1225
43 H -2.56 -2.30 -2.17  0.0952
44 H -1.71 -4.26 -0.54  0.1162
45 H -2.60 -4.64 -2.00  0.1007
46 H -3.29 -4.56 0.71  0.0893
47 H -2.80 -2.18 0.65  0.0605
48 C -1.07 0.75 -4.68  -0.0916
49 C -0.89 0.21 -3.27  -0.3928
50 C 0.40 -0.68 -3.20  -0.1655
51 O 0.39 -1.35 -1.94  -0.3245
52 C 1.33 -2.39 -1.84  -0.1199
53 N -1.05 1.32 -2.29  -0.0198
54 H -1.36 -0.07 -5.34  0.0572
55 H -0.21 1.32 -5.03  0.0765
56 H -1.84 1.51 -4.77  0.0749
57 H -1.80 -0.38 -3.10  0.1166
58 H 1.29 -0.05 -3.23  0.1261
59 H 0.42 -1.46 -3.96  0.1095
60 H 2.39 -2.15 -1.70  0.0873
61 H 1.18 -3.13 -2.62  0.0769
62 H 1.14 -2.92 -0.90  0.0840
63 H -1.86 1.84 -2.60  0.0664
64 H -0.33 2.02 -2.45  0.0772

***

(2)
The following is a DFT calculation (ωB97M-V/def2-TZVPD) of C4H19BrCdNO5 as an isolated structure at a distorted geometry.

Output
**Energy relative to the best compared isomer or geometry (same formula, charge and spin)**: 154.18 kcal per mole
**LUMO**: -8.7896 eV
**Charge**: +1
**HOMO-LUMO gap**: 3.11 eV
**Highest occupied orbital energy**: -0.4374 Eh

Last column: Löwdin charge in e.
CARTESIAN COORDINATES (ANGSTROEM)
1 Cd 11.62 -2.05 8.00  1.1068
2 Br 12.23 -5.56 10.73  -0.1201
3 C 5.62 -2.74 7.80  -0.0766
4 C 6.04 -2.30 6.45  -0.4458
5 C 5.80 -0.87 5.99  -0.1793
6 O 6.21 -0.59 4.61  -0.1897
7 C 6.14 0.82 4.38  -0.1043
8 N 7.42 -2.83 6.31  0.0350
9 H 4.75 -2.28 8.28  0.0911
10 H 6.47 -2.55 8.45  0.0733
11 H 5.63 -3.82 7.95  0.0847
12 H 5.50 -2.92 5.74  0.1362
13 H 6.31 -0.36 6.81  0.1200
14 H 4.77 -0.52 6.07  0.1287
15 H 5.09 1.09 4.42  0.0877
16 H 6.54 0.96 3.38  0.0905
17 H 6.72 1.35 5.14  0.0831
18 H 7.43 -3.78 6.66  0.0612
19 H 7.64 -3.03 5.34  0.0690
20 O 11.36 1.00 5.46  -0.0787
21 H 11.69 1.89 5.48  0.0364
22 H 10.63 1.02 4.84  0.0318
23 O 15.16 -0.26 9.13  -0.0762
24 H 15.84 -0.58 9.72  0.0355
25 H 15.60 0.40 8.59  0.0324
26 O 13.85 -3.51 5.15  -0.0843
27 H 13.68 -4.30 4.64  0.0355
28 H 14.44 -2.99 4.61  0.0351
29 O 9.68 0.18 10.41  -0.0895
30 H 9.11 0.95 10.45  0.0366
31 H 9.68 -0.17 11.30  0.0340

***

(3)
The following is a DFT calculation (ωB97M-V/def2-TZVPD) of a 2-piece molecular cluster, C2H11N3 overall at a distorted geometry.

Output
**Energy relative to the best compared isomer or geometry (same formula, charge and spin)**: 39.41 kcal per mole
**LUMO**: 0.9652 eV
**SMILES**: NCN.CN
**HOMO-LUMO gap**: 9.94 eV
**Highest occupied orbital energy**: -0.3297 Eh

Last column: Löwdin charge in e.
CARTESIAN COORDINATES (ANGSTROEM)
1 C -2.06 -1.49 -0.22  -0.2242
2 N -1.70 -1.14 -1.59  -0.0586
3 H -2.89 -1.08 0.26  0.0394
4 H -2.27 -2.54 -0.24  0.0503
5 H -1.28 -1.35 0.59  0.0849
6 H -0.99 -0.49 -1.30  -0.0192
7 H -2.43 -0.45 -1.99  0.1008
8 N 1.10 0.28 -0.55  -0.0344
9 C 1.13 1.06 0.65  -0.4476
10 N 2.48 1.29 1.15  -0.0393
11 H 2.14 0.23 -0.99  0.1415
12 H 0.35 0.44 -1.18  0.0181
13 H 0.44 0.56 1.39  0.0992
14 H 0.68 2.06 0.52  0.1007
15 H 2.69 0.44 1.79  0.1014
16 H 2.61 2.18 1.72  0.0870

***

(4)
The following is a DFT calculation (ωB97M-V/def2-TZVPD) of an isolated ion of composition C5H14NS and charge +1 at a distorted geometry.

Output
**Energy relative to the best compared isomer or geometry (same formula, charge and spin)**: 22.47 kcal per mole
**LUMO**: -3.5656 eV
**SMILES**: CSCC[C@H](C)[NH3+]
**Charge**: +1
**HOMO-LUMO gap**: 8.13 eV
**Highest occupied orbital energy**: -0.4299 Eh

Last column: Löwdin charge in e.
CARTESIAN COORDINATES (ANGSTROEM)
1 C 1.65 1.24 1.59  -0.0526
2 C 0.33 1.03 0.96  -0.3339
3 C 0.00 -0.40 0.41  -0.1838
4 C 0.36 -0.58 -1.09  -0.4928
5 S -0.76 -0.35 -2.51  0.7940
6 C -1.17 -2.06 -2.96  -0.4038
7 N -0.83 1.39 1.92  0.2279
8 H 1.85 0.75 2.54  0.0984
9 H 1.76 2.33 1.75  0.1047
10 H 2.52 1.00 0.97  0.1119
11 H 0.20 1.72 0.12  0.1522
12 H 0.54 -1.09 1.06  0.1209
13 H -1.06 -0.66 0.55  0.1046
14 H 1.23 0.03 -1.30  0.0673
15 H 0.54 -1.66 -1.18  0.0672
16 H -2.20 -2.07 -3.34  0.0417
17 H -1.05 -2.73 -2.11  0.0391
18 H -0.58 -2.40 -3.81  0.0349
19 H -1.51 0.64 1.97  0.1557
20 H -0.56 1.60 2.88  0.1720
21 H -1.27 2.25 1.57  0.1743

***

Question: Which formula does entry 2 have?
Answer: C4H19BrCdNO5

***

Question: Which value of LUMO does entry 3 give?
Answer: 0.9652 eV